Version i
A cluster of 2 separate species, C6H5N in total. Source: OMol25; level of theory: wB97M-V/def2-TZVPD.

Structure (ORCA input):
```
! wB97M-V def2-TZVPD RIJCOSX def2/J DEFGRID3
* xyz 0 1
C 1.09353 -2.55064 -0.79959
C -1.87061 1.23641 0.66048
C 1.11321 -1.62421 -0.02581
C -0.75607 1.19284 -0.03990
C 1.25910 -0.74543 1.04584
C 0.32772 1.08817 -0.69187
N 1.29849 0.03206 1.88889
H 1.10071 -3.13455 -1.73347
H -2.89947 1.14426 0.15021
H 0.80485 1.95238 -1.19979
H 0.48781 0.05984 -0.99377
H -1.95927 1.34888 1.73878
*
```

Computed properties:
SMILES: C#CC#N.C=C=C
HOMO energy: -9.6 eV
LUMO energy: 0.35 eV
Frontier orbital gap: 9.917 eV

Atom charges from the natural (NBO) analysis, given in e for atoms 1 to 6:
1 C -0.0909
2 C -0.5138
3 C -0.1625
4 C 0.1138
5 C 0.2206
6 C -0.5169

***

Version ii
An isolated molecule of C6H5N. Source: OMol25; level of theory: wB97M-V/def2-TZVPD.

Structure (ORCA input):
```
! wB97M-V def2-TZVPD RIJCOSX def2/J DEFGRID3
* xyz 0 1
C 2.24871 1.59945 -0.27855
C 1.64496 0.59966 -0.56683
C 0.87456 -0.57715 -0.88876
N 0.67189 -1.65168 0.13087
C -0.34920 -0.73119 -0.12337
C -1.31550 -0.09411 0.45157
C -2.55281 0.20444 0.71578
H 2.80315 2.47566 -0.03018
H 0.94434 -0.95564 -1.90417
H 1.10389 -1.43194 1.02491
H -3.19020 -0.43814 0.12389
H -2.90553 0.96328 1.40891
*
```

Computed properties:
SMILES: C#C[C@H]1NC1=C=C
HOMO energy: -8.9 eV
LUMO energy: 0.85 eV
Frontier orbital gap: 9.712 eV

Atom charges from the natural (NBO) analysis, given in e for atoms 1 to 6:
1 C -0.2004
2 C -0.0488
3 C -0.1563
4 N -0.5311
5 C 0.0760
6 C 0.0196

***

Version iii
An isolated molecule of C6H5N. Source: OMol25; level of theory: wB97M-V/def2-TZVPD.

Structure (ORCA input):
```
! wB97M-V def2-TZVPD RIJCOSX def2/J DEFGRID3
* xyz 0 1
C -1.59394 -1.46192 -0.39215
C -0.69592 -0.91504 -0.97707
C 0.44514 -0.09099 -1.30261
N 0.35957 1.34879 -1.08228
C 1.08868 0.54603 -0.10156
C 0.50687 0.32716 1.20674
C 0.02095 0.20616 2.29907
H -2.35731 -1.92083 0.19236
H 1.06391 -0.36136 -2.15262
H -0.56105 1.58412 -0.71957
H 2.16603 0.68985 -0.10371
H -0.40686 0.14169 3.27567
*
```

Computed properties:
SMILES: C#C[C@@H]1N[C@@H]1C#C
HOMO energy: -9.4 eV
LUMO energy: 1.10 eV
Frontier orbital gap: 10.497 eV

Atom charges from the natural (NBO) analysis, given in e for atoms 1 to 6:
1 C -0.2099
2 C -0.0337
3 C -0.1448
4 N -0.5319
5 C -0.1426
6 C -0.0184

***

Preferred: version iii; penalty for the next structure: 31.6 kJ/mol.

***

Version i
An isolated molecule of C6H5N. Source: OMol25; level of theory: wB97M-V/def2-TZVPD.

Structure (ORCA input):
```
! wB97M-V def2-TZVPD RIJCOSX def2/J DEFGRID3
* xyz 0 1
C -1.52918 1.43697 -1.64568
C -0.62046 0.74588 -1.23945
C 0.59170 -0.02467 -0.88386
N 1.57109 0.57770 -0.05567
C 1.06840 -0.59212 0.58111
C -0.07647 -0.85490 1.41306
C -1.06246 -1.28465 1.95811
H -2.35886 2.03665 -1.98260
H 0.90813 -0.67559 -1.69066
H 1.46230 1.51434 0.28490
H 1.91357 -1.26203 0.83840
H -1.96009 -1.61409 2.42801
*
```

Computed properties:
SMILES: C#C[C@@H]1N[C@@H]1C#C
HOMO energy: -8.9 eV
LUMO energy: 1.02 eV
Frontier orbital gap: 9.900 eV

Atom charges from the natural (NBO) analysis, given in e for atoms 1 to 6:
1 C -0.2022
2 C -0.0556
3 C -0.0796
4 N -0.5723
5 C -0.1272
6 C -0.0556

***

Version ii
An isolated molecule of C6H5N. Source: OMol25; level of theory: wB97M-V/def2-TZVPD.

Structure (ORCA input):
```
! wB97M-V def2-TZVPD RIJCOSX def2/J DEFGRID3
* xyz 0 1
C 1.10305 -1.36595 0.05805
C 2.20041 -0.70139 -0.26386
C 2.37720 1.05070 0.24585
C -0.34146 0.53682 -0.68040
C 0.02795 -0.44168 0.48059
C 0.62931 0.89331 0.48415
N 3.17075 0.14912 -0.13846
H 0.80184 -2.43308 0.12615
H 0.00124 0.29971 -1.72174
H -1.18570 1.12347 -0.38428
H -0.75470 -0.76910 1.19598
H 0.46654 1.81129 1.14276
*
```

Computed properties:
SMILES: C1=C2N=C2[C@H]2C[C@@H]12
HOMO energy (alpha / beta): -7.9 / -7.9 eV
LUMO energy (alpha / beta): 0.20 / 0.20 eV
Frontier orbital gap (alpha / beta): 8.104 / 8.101 eV

Atom charges from the natural (NBO) analysis, given in e for atoms 1 to 6:
1 C -0.3471
2 C 0.3891
3 C 0.2256
4 C -0.4272
5 C -0.2613
6 C -0.2849

***

Version iii
A structure of composition C6H5N. Source: OMol25; level of theory: wB97M-V/def2-TZVPD.

Structure (ORCA input):
```
! wB97M-V def2-TZVPD RIJCOSX def2/J DEFGRID3
* xyz 0 1
C 2.13813 1.58497 -0.27318
C 1.51235 0.58987 -0.54284
C 0.73407 -0.59547 -0.87791
N 0.52290 -1.64334 0.14277
C -0.60079 -0.80562 -0.22228
C -1.40905 0.04322 0.54476
C -2.53053 0.43258 0.88654
H 2.69182 2.46941 -0.03429
H 0.92847 -0.99095 -1.87507
H 0.94634 -1.37210 1.03407
H -1.96617 -0.87683 -0.29670
H -2.96753 1.16427 1.51415
*
```

Computed properties:
HOMO energy: -8.4 eV
LUMO energy: 0.58 eV
Frontier orbital gap: 9.006 eV

Atom charges from the natural (NBO) analysis, given in e for atoms 1 to 6:
1 C -0.1978
2 C -0.0581
3 C -0.1336
4 N -0.5379
5 C -0.1518
6 C -0.1154

***

Preferred: version i; penalty for the next structure: 175.5 kJ/mol.

***

Version i
A cluster of 2 separate species, C8H10N3S in total. Source: OMol25; level of theory: wB97M-V/def2-TZVPD.

Structure (ORCA input):
```
! wB97M-V def2-TZVPD RIJCOSX def2/J DEFGRID3
* xyz 1 1
C -2.72151 -1.68384 0.33357
C -3.29865 -0.40452 0.19525
C -1.37125 -1.81929 0.33233
C -2.42284 0.62045 -0.22736
C -0.61238 -0.72450 -0.02802
C 1.57112 -1.85049 -0.24240
C 2.88772 -1.65423 -0.15986
C 1.80607 0.57393 0.06525
N -1.07845 0.49641 -0.30725
N 0.84092 -0.75190 -0.00104
N 1.44825 3.41597 0.03894
S 3.31886 -0.02619 0.24513
H -3.39974 -2.51429 0.26004
H -4.31235 -0.20337 0.28326
H -0.78070 -2.78083 0.43458
H -2.87863 1.63044 -0.53873
H 1.15464 -2.86741 -0.48806
H 3.54581 -2.49952 -0.33522
H 1.48875 1.53979 0.18988
H 1.93493 4.00141 0.77787
H 0.64225 4.04326 -0.14667
H 2.23718 3.45872 -0.68149
*
```

Computed properties:
HOMO energy: -12.9 eV
LUMO energy: -4.76 eV
Frontier orbital gap: 8.094 eV

Atom charges from the natural (NBO) analysis, given in e for atoms 1 to 6:
1 C -0.1337
2 C -0.2227
3 C -0.2704
4 C 0.0638
5 C 0.3302
6 C 0.0236

***

Version ii
The ion C8H10N3S with charge +1. Source: OMol25; level of theory: wB97M-V/def2-TZVPD.

Structure (ORCA input):
```
! wB97M-V def2-TZVPD RIJCOSX def2/J DEFGRID3
* xyz 1 1
C -2.95954 0.39889 -1.30263
C -2.98042 0.34345 0.09536
C -1.73690 0.37187 -1.94075
C -1.83317 0.28997 0.88600
C -0.62759 0.38226 -1.10307
C -0.62236 0.26206 0.27702
C 1.34208 1.12193 1.68711
C 2.68115 -2.03878 -0.26681
N 0.63828 0.31560 -1.52661
N 1.46700 0.38221 -0.61478
N 0.79822 0.28196 0.63386
S 1.48039 -1.74950 1.07178
H -3.85572 0.53343 -1.77985
H -3.88171 0.67478 0.55879
H -1.66443 0.60818 -3.00066
H -2.02394 0.27938 1.93463
H 0.81734 2.08275 2.13761
H 1.65714 0.50363 2.48116
H 2.29133 1.46930 1.29330
H 3.59968 -1.46913 -0.23640
H 2.24186 -2.11910 -1.25220
H 3.17131 -2.92515 -0.03287
*
```

Computed properties:
SMILES: CS[N@@+]1(C)N=Nc2ccccc21
HOMO energy: -13.6 eV
LUMO energy: -6.34 eV
Frontier orbital gap: 7.223 eV

Atom charges from the natural (NBO) analysis, given in e for atoms 1 to 6:
1 C -0.1610
2 C -0.1415
3 C -0.1600
4 C -0.2040
5 C 0.0805
6 C 0.0842

***

Preferred: version i; penalty for the next structure: 238.6 kJ/mol.

***

Version i
The ion C4H6NO2 with charge +1. Source: OMol25; level of theory: wB97M-V/def2-TZVPD.

Structure (ORCA input):
```
! wB97M-V def2-TZVPD RIJCOSX def2/J DEFGRID3
* xyz 1 1
C -1.30309 -0.72801 -2.28637
C -0.37332 -0.57173 -1.31258
C -0.54956 0.01689 -0.03508
C 0.95271 0.77473 1.94250
N 0.91116 0.02442 0.77666
O -1.38762 0.56306 0.62807
O 1.84309 -0.61454 0.48710
H -1.03764 -1.23363 -3.19775
H -2.44547 -0.50110 -2.28789
H 0.63585 -0.85701 -1.77291
H 1.18393 0.18339 2.93118
H -0.00709 1.23728 2.22471
H 1.57705 1.70624 1.90235
*
```

Computed properties:
SMILES: C=CC(=O)[N+](C)=O
HOMO energy: -15.8 eV
LUMO energy: -7.28 eV
Frontier orbital gap: 8.474 eV

Atom charges from the natural (NBO) analysis, given in e for atoms 1 to 6:
1 C -0.1036
2 C -0.4654
3 C 0.6542
4 C -0.5818
5 N 0.2874
6 O -0.3995

***

Version ii
A structure of composition C4H6NO2. Source: OMol25; level of theory: wB97M-V/def2-TZVPD.

Structure (ORCA input):
```
! wB97M-V def2-TZVPD RIJCOSX def2/J DEFGRID3
* xyz 1 1
C -2.30883 0.48402 -0.71472
C 0.52277 -0.40886 -0.22030
C -2.70196 -0.06176 0.55969
C 2.78960 0.30905 0.12551
N -1.28839 0.10367 -0.21362
O 0.53384 -1.51091 -0.60887
O 1.34167 0.53247 0.13758
H -2.74776 0.88747 -1.67683
H -2.77545 0.49734 1.55436
H -2.83707 -1.20227 0.68616
H 3.07364 -0.75724 -0.14949
H 3.02565 0.41098 1.19997
H 3.37231 0.71604 -0.67944
*
```

Computed properties:
HOMO energy: -16.1 eV
LUMO energy: -4.48 eV
Frontier orbital gap: 11.588 eV

Atom charges from the natural (NBO) analysis, given in e for atoms 1 to 6:
1 C 0.1884
2 C 1.0584
3 C -0.2408
4 C -0.2812
5 N -0.3184
6 O -0.4180

***

Preferred: version ii; penalty for the next structure: 12.2 kJ/mol.

***

Version i
A cluster of 4 separate species, C2H14NO3 in total. Source: OMol25; level of theory: wB97M-V/def2-TZVPD.

Structure (ORCA input):
```
! wB97M-V def2-TZVPD RIJCOSX def2/J DEFGRID3
* xyz 2 2
C 2.35317 -1.72153 -1.35576
C 1.59702 -1.69581 -0.07156
N 0.26215 -0.89899 -0.24567
H 3.23762 -2.37011 -1.23378
H 1.81131 -2.23540 -2.13936
H 2.93998 -0.90215 -1.80555
H 1.26595 -2.69788 0.18606
H 2.11394 -1.27768 0.78978
H 0.10876 -0.73200 -1.23508
H 0.33470 -0.07390 0.34830
H -0.58974 -1.35419 0.10996
H -3.55700 1.04272 1.81987
H -4.40884 1.35064 0.60337
O -3.47958 1.19004 0.86376
H -2.82565 -1.87742 1.17423
H -2.95648 -0.51023 0.23271
O -2.51125 -1.35738 0.41694
H 2.09342 4.74273 0.41323
H 2.66742 4.06544 -0.73965
O 2.54419 3.87157 0.23365
*
```

Computed properties:
HOMO energy (alpha / beta): -17.3 / -17.3 eV
LUMO energy (alpha / beta): -8.49 / -15.89 eV
Expectation value of S²: 0.753
Frontier orbital gap (alpha / beta): 8.801 / 1.400 eV

Atom charges from the natural (NBO) analysis, given in e for atoms 1 to 6:
1 C -0.7018
2 C -0.2100
3 N -0.7043
4 H 0.2802
5 H 0.2432
6 H 0.2452

***

Version ii
A cluster of 4 separate species, C2H14NO3 in total. Source: OMol25; level of theory: wB97M-V/def2-TZVPD.

Structure (ORCA input):
```
! wB97M-V def2-TZVPD RIJCOSX def2/J DEFGRID3
* xyz 2 2
C -1.00573 2.49308 -0.80368
N -0.38706 1.20487 -0.37690
C -0.71552 0.76397 1.03622
H -0.49282 2.86594 -1.71000
H -2.09203 2.44330 -0.89315
H -0.93624 3.30443 -0.02108
H 0.61343 1.31211 -0.53438
H -0.71459 0.46277 -1.06691
H -0.94354 -0.27389 0.90120
H -1.61538 1.28760 1.49588
H 0.11256 0.83846 1.71514
H 3.52254 -1.62451 0.32084
H 2.78191 -0.32299 0.75573
O 2.67159 -1.15332 0.26065
H 0.70792 -3.20696 0.80426
H -0.69314 -2.84784 1.49939
O -0.00835 -2.55243 0.87523
H 0.19309 -1.71920 -0.71298
H -0.76847 -1.95581 -2.02898
O -0.23018 -1.31960 -1.51648
*
```

Computed properties:
HOMO energy (alpha / beta): -20.7 / -19.6 eV
LUMO energy (alpha / beta): -7.15 / -15.21 eV
Expectation value of S²: 0.757
Frontier orbital gap (alpha / beta): 13.569 / 4.422 eV

Atom charges from the natural (NBO) analysis, given in e for atoms 1 to 6:
1 C -0.4546
2 N -0.5178
3 C -0.4269
4 H 0.2551
5 H 0.2545
6 H 0.2566

***

Preferred: version i; penalty for the next structure: 8.3 kJ/mol.